(1)
The following is a DFT calculation (ωB97M-V with the def2-TZVPD basis set) of C20H22CoN4O2Sb as an isolated structure.

```
50
Properties=species:S:1:pos:R:3:forces:R:3
C 3.215182 0.091330 2.344499 -0.104 -0.047 -0.042
C -0.022897 1.890721 -1.275530 -0.004 -0.244 -0.400
C 4.157662 -1.009179 -1.142595 0.050 0.034 0.124
O -0.002121 -1.878540 0.677863 0.020 0.515 0.034
H -2.590502 0.965196 2.544668 -0.032 0.007 0.015
C 0.010544 -2.744577 1.630049 -0.007 -0.086 0.498
N -0.028707 -0.670404 3.079740 0.028 0.279 -0.102
H 0.822536 -2.558304 3.603686 -0.002 0.023 0.051
C -0.033291 4.309176 -0.017138 0.001 -0.022 -0.064
H -2.947990 -0.725810 2.949375 -0.025 0.009 0.004
H -5.209824 -0.827413 0.715181 0.001 -0.004 -0.002
H 2.851124 -0.764176 2.919865 0.035 0.017 0.018
C -4.262616 -0.747813 0.200076 0.014 -0.026 -0.120
C -4.136281 -1.134928 -1.120663 -0.032 0.037 0.126
H 4.238636 0.285698 2.654936 0.004 0.025 0.008
H -2.764386 -1.311528 -2.772185 0.000 0.007 -0.002
H -4.267346 0.382549 2.596524 0.002 0.031 0.020
H 0.875323 2.544221 2.550577 0.004 0.040 0.009
H -4.990164 -1.523647 -1.659634 0.019 -0.018 -0.012
H -0.831769 -0.333733 3.594669 -0.005 0.054 0.046
Sb -0.005273 -0.107976 -2.165417 -0.014 0.329 0.411
C -0.038784 3.042812 -2.044765 0.002 0.015 0.095
H 5.025618 -1.350306 -1.691417 -0.025 -0.023 -0.014
C -3.246598 0.122255 2.327286 0.095 -0.045 -0.052
H 0.783286 -0.336272 3.582681 -0.004 0.045 0.054
C -0.003933 3.086139 2.195550 -0.009 -0.058 -0.045
C -0.044740 4.271562 -1.401713 0.000 0.035 0.067
C -0.017161 3.120338 0.698035 0.001 0.032 -0.003
C 1.843840 -0.455468 -1.018702 -0.476 -0.060 -0.291
H -0.046079 2.974002 -3.123742 -0.001 0.027 -0.002
C -2.899881 -1.012722 -1.741350 0.018 0.021 0.030
C -3.153356 -0.256167 0.880272 -0.087 0.022 -0.003
N -0.012918 1.939156 0.061483 -0.012 -0.136 0.648
H -0.036789 5.252276 0.511056 0.001 -0.006 0.012
H 0.008365 4.087647 2.617779 0.005 -0.002 0.016
Co -0.010374 0.063746 1.026536 0.012 -0.832 -1.609
H 2.793997 -1.180391 -2.801169 0.001 0.006 -0.001
C 3.142944 -0.230200 0.882924 0.092 0.030 0.016
H -0.929186 -2.548078 3.533207 0.009 0.033 0.068
H -0.057636 5.194343 -1.967057 0.000 -0.022 -0.027
N 1.961980 -0.114826 0.267987 -0.360 -0.011 0.656
N -1.974249 -0.129176 0.264917 0.372 -0.013 0.663
C -1.841855 -0.503156 -1.011567 0.464 -0.031 -0.307
C 4.268552 -0.665351 0.191682 -0.037 -0.024 -0.120
C -0.030248 -2.154415 3.061476 -0.020 -0.165 -0.454
O 0.040293 -3.952004 1.518462 0.004 0.152 -0.059
H -0.887056 2.561871 2.567505 -0.003 0.034 0.005
H 2.599250 0.960140 2.579121 0.021 -0.003 0.008
H 5.214797 -0.738144 0.709163 0.004 0.001 -0.006
C 2.918978 -0.908375 -1.761583 -0.017 0.019 0.037
```
Positions in Å, forces in eV/Å.

## Properties
E_HOMO (spin up / spin down) in eV: -11.41 / -11.50
⟨S²⟩: 1.07
2S+1: 2
DFT total energy in Ha: -2767.667854
Charge: +1
Orbital gap (spin up / spin down) in eV: 8.521 / 8.647

Results of the Mulliken charge analysis, in e, for atoms 1 through 8: C -1.239; C 0.165; C -0.439; O -0.649; H -0.037; C 0.468; N -0.706; H 0.387

---

(2)
The following is a DFT calculation (ωB97M-V with the def2-TZVPD basis set) of C20H22F2N2O5S as an isolated structure.

```
52
Properties=species:S:1:pos:R:3:forces:R:3
H -0.302726 -2.304686 2.094190 -0.589 1.270 -2.359
C 2.887945 2.535573 -0.857852 -1.015 -4.076 10.950
C -1.642793 -1.739256 0.314345 4.438 -10.228 4.634
C 1.297954 1.648006 4.487776 -4.139 -0.777 1.967
H 0.611919 1.977464 5.280632 0.483 -0.074 0.348
H 2.618527 3.416161 4.486511 3.391 3.027 4.774
H 3.600300 2.295734 -2.787758 -0.247 1.024 -0.660
C -2.672943 -3.506508 -4.222691 -5.265 4.774 0.835
H 1.740489 0.724974 4.823761 1.066 0.085 0.108
H -4.760143 -4.199538 -2.568457 0.722 1.185 3.587
H -5.085789 -2.952025 -1.327418 -5.143 4.124 1.401
H -1.721892 -2.951068 0.231702 -0.741 3.045 -0.535
H -3.527072 -5.357281 -0.580665 1.411 -0.101 -0.282
H -2.021289 -4.395610 -2.500167 -0.819 1.937 0.823
C 4.245405 0.684564 -1.512734 -0.745 0.497 3.847
O 2.571647 2.514422 2.978633 11.214 -5.596 -14.926
H -0.568371 1.915481 3.164885 3.545 -3.486 1.239
C -2.222038 -0.872097 -0.406097 1.752 6.445 -0.718
S -3.266040 -1.313778 -1.539555 -6.335 7.483 -10.325
C -4.456922 -3.666169 -1.418483 2.714 -1.414 -9.274
N -3.249947 -2.888961 -1.760376 -4.070 2.445 3.616
C -1.728904 0.473872 -0.355781 0.159 0.384 3.437
C -2.431237 -3.279231 -2.663133 10.254 -6.256 -7.347
H -0.516923 1.742205 1.019609 2.848 8.375 1.199
C -0.662136 -1.548687 1.271195 -1.059 4.768 4.071
H -3.618087 -4.038121 -4.389186 0.239 -0.424 0.104
C 2.105306 2.634763 1.467304 1.068 -0.844 7.434
C 2.850309 1.918094 0.599407 0.864 2.697 -5.726
H -2.991056 -2.462128 -4.682982 0.823 -1.739 0.885
H -1.981212 -3.870221 -4.890573 2.302 -1.135 -0.509
C 2.069783 2.793010 3.994383 -11.271 3.245 4.368
H 1.208044 3.702991 3.632850 0.561 -1.593 1.426
H -5.189206 -5.274384 -0.117431 2.444 2.194 -1.197
C 3.512233 2.012896 -1.771973 7.824 -9.762 -7.633
O 1.107634 3.151722 1.564791 -5.952 3.858 -2.892
C -4.125519 -4.496721 -0.417665 -4.436 -7.236 6.732
N 0.294218 1.131660 3.475363 -2.376 8.162 3.322
H 3.623175 0.329170 1.621836 -0.050 -4.973 10.156
O -4.640016 -0.760198 -1.285663 2.379 -2.342 1.261
C 4.200091 0.214233 -0.087051 0.287 3.450 -9.302
C 3.561591 0.837435 0.881443 -0.698 4.355 -6.855
H -1.402129 -2.740589 -2.699313 -1.796 -0.424 0.644
H -4.131610 -4.124730 0.605700 0.958 0.539 -0.169
F 2.410558 3.619713 -1.053416 -4.208 7.726 -0.509
H -2.265334 1.244723 -0.762254 -1.042 1.452 -2.366
O 1.458310 -0.543144 2.762738 10.769 -8.124 0.449
C -0.584605 -0.064298 1.716055 2.271 -4.237 -3.429
C -0.933595 0.965653 0.733571 -3.770 -12.230 -0.648
C 0.571954 0.109248 2.785309 -11.536 4.936 -4.516
H 4.698396 -0.611656 -0.084587 2.880 -5.151 1.265
F 5.040206 -0.119935 -2.391671 -2.398 2.680 1.758
O -2.893421 -0.483890 -2.977470 0.035 -3.940 5.540
```
Positions in Å, forces in eV/Å.

## Properties
E_HOMO in eV: -8.84
DFT total energy in Ha: -1858.192501
Orbital gap in eV: 7.835

Results of the Mulliken charge analysis, in e, for atoms 1 through 8: H 0.264; C 0.025; C 0.822; C -0.958; H 0.382; H 0.705; H 0.509; C -1.277

---

(3)
The following is a DFT calculation (ωB97M-V with the def2-TZVPD basis set) of C20H22F3N5 in the gas phase.

```
50
Properties=species:S:1:pos:R:3:forces:R:3
H -1.568676 -4.291491 -3.439517 -0.025 -0.087 -0.038
H 0.846688 -1.643918 3.473645 0.051 -0.110 0.085
H 0.877201 -0.824736 -3.080080 0.050 0.009 -0.029
H 1.912402 2.909469 -0.500855 0.005 -0.007 -0.073
C -2.771257 1.427410 0.180202 0.878 0.604 -0.160
C 3.105330 1.179091 -0.003186 -0.377 0.111 0.167
C -2.381313 -2.791968 -2.163745 0.100 0.064 -0.004
H 1.717569 -3.658225 0.285134 0.008 -0.112 -0.003
C 1.122890 -2.773060 0.498409 0.180 0.178 0.103
N -2.963896 -0.798509 -0.810225 -0.478 0.159 0.328
H 2.849882 -1.558119 0.178527 0.037 -0.041 0.102
N 1.389609 -0.338100 0.978882 0.086 -0.087 0.048
H 0.003267 3.342427 -0.130377 0.055 -0.004 -0.017
H 2.829440 2.245529 -1.857067 -0.086 0.114 0.140
F -1.469499 4.723175 1.012401 0.244 -0.077 -0.179
F -2.577693 3.456184 2.341643 0.034 -0.259 -0.069
H 1.254713 0.052804 3.758895 0.078 0.042 0.112
N -5.064379 1.371631 1.304515 -0.356 -0.021 0.174
C -0.008499 -1.356972 -2.767181 0.194 0.099 -0.070
N -1.052833 0.356828 -1.178304 -0.381 0.177 0.264
H -3.297893 -3.312248 -1.941171 -0.121 -0.068 0.035
H 3.089623 0.413888 2.006711 -0.087 0.071 0.050
F -3.513303 4.246173 0.567056 -0.008 -0.210 -0.168
H 0.454241 -3.032055 -3.989860 0.066 -0.015 -0.052
H -0.415160 -0.494337 3.909113 -0.070 -0.004 0.115
C 0.238437 -0.301431 1.873101 -0.123 -0.040 0.171
N 1.087991 1.227402 -1.418825 -0.402 -0.363 -0.541
H 3.515123 0.311730 -0.522963 0.106 -0.019 -0.024
C -0.261465 -2.604264 -3.304259 0.152 0.043 -0.044
H 0.414925 -3.025021 1.282625 -0.108 -0.067 0.075
C -1.921127 2.515704 0.273736 -0.229 -0.639 -0.111
C -1.420392 -3.318663 -2.996016 -0.073 -0.055 0.007
C -2.148736 -1.534219 -1.613756 0.710 0.362 -0.119
C -4.039046 1.389959 0.792822 -0.361 -0.086 0.110
H -0.506927 -0.998170 1.483108 -0.076 0.068 0.015
C 2.349269 0.725890 1.252045 0.207 -0.064 -0.170
H 0.568148 -2.507243 -0.397399 -0.068 -0.008 -0.086
C 2.048909 -1.638570 0.919288 -0.054 -0.082 -0.112
C -0.943988 -0.829444 -1.883564 -0.327 -0.864 -0.289
H 1.327356 0.272853 -1.647674 -0.116 0.099 0.111
C -0.168532 1.369262 -0.945118 0.194 0.515 0.059
C -2.373038 3.727242 1.041150 -0.179 0.714 0.465
C -0.635237 2.489030 -0.270038 0.099 0.052 0.036
C 0.505823 -0.619673 3.346445 -0.010 0.048 -0.340
H 3.943254 1.806838 0.303055 0.095 -0.015 -0.067
C -2.327926 0.311500 -0.570880 0.038 -0.182 -0.079
H 1.806573 1.583772 1.655619 0.005 0.020 0.078
C 2.235993 1.984349 -0.973620 0.441 0.058 0.095
H 2.525418 -1.892892 1.881043 0.055 0.043 -0.050
H -0.189258 0.703183 1.806508 -0.052 -0.066 -0.053
```
Positions in Å, forces in eV/Å.

## Properties
SMILES string: CCN(CC)CCCNc1cc(C(F)(F)F)c(C#N)c2nc3ccccc3n12
E_HOMO in eV: -7.89
DFT total energy in Ha: -1348.728197
Orbital gap in eV: 7.559

Results of the Mulliken charge analysis, in e, for atoms 1 through 8: H 0.410; H 0.302; H 0.610; H 0.337; C 0.470; C -0.693; C -0.904; H 0.472

---

(4)
The following is a DFT calculation (ωB97M-V with the def2-TZVPD basis set) of C20H22FN3OS in the gas phase.

```
48
Properties=species:S:1:pos:R:3:forces:R:3
H -0.008278 4.509310 -1.631037 -0.105 1.026 0.782
C -2.262548 2.414853 2.397809 0.870 -1.160 -0.946
C -1.209293 1.778427 1.601566 -1.427 0.245 1.555
C 2.017830 -2.566818 -0.921895 0.450 -0.108 0.383
O 1.784604 3.838471 -2.030042 0.310 0.003 1.023
H 5.165887 -0.875799 2.055937 -0.795 -1.077 0.550
H 1.536228 -3.522866 -0.939637 -0.490 -0.568 0.027
C -1.467342 0.496722 1.012953 1.331 3.008 -0.024
H 3.659495 -1.239481 3.911754 -0.832 1.282 0.764
H 0.046052 -2.947671 1.574469 0.575 -0.460 -0.251
C 0.985020 4.741578 -1.213780 -0.339 -1.376 -0.841
C 3.422905 -1.665134 1.034796 0.223 -1.662 -2.506
S -1.890230 3.927132 3.285506 -0.171 -0.264 -0.002
H -1.411045 4.407853 0.981008 -0.644 1.116 1.774
H 1.354998 5.758863 -1.365595 -0.193 -0.350 -0.013
C -2.707418 -0.008016 1.173368 -3.369 -1.281 -0.850
F 3.799957 -3.897441 0.368660 -1.104 1.482 -1.466
C 4.498905 -1.789461 2.092617 -1.252 0.148 0.500
H 2.452383 -2.424506 -1.899661 0.054 -0.054 -0.423
N 1.040527 -1.485233 -0.735769 0.466 0.516 -0.374
C 1.613908 2.554708 -1.682477 -0.759 -4.115 -0.425
H 2.837207 -0.388376 -2.827060 1.330 -1.576 -0.850
H -1.111090 5.851421 1.961857 -0.352 0.176 0.521
C 2.527788 1.588253 -2.314019 -0.657 2.063 0.632
C 3.182977 -2.651229 0.093704 -0.238 1.594 3.754
C -0.410176 -0.035608 0.157319 -0.925 -0.498 -0.552
H -4.417910 2.231231 3.040007 0.360 0.491 0.201
H 2.960295 -2.648008 3.226861 1.732 1.503 0.809
H -1.338084 -3.072233 0.443461 -0.264 -0.763 0.062
C -1.828341 5.036242 1.891939 -0.919 -0.887 -4.094
C -0.142506 -1.397525 0.042339 2.159 2.057 1.043
H -4.681470 0.184770 1.968235 -1.959 -1.190 -0.081
H -0.176731 2.210078 1.451481 -1.524 -0.217 0.462
C 2.370085 0.242752 -2.160197 -2.120 1.460 2.175
H -2.875888 5.360439 1.449853 2.004 -0.295 1.354
H -3.090145 -0.803081 0.481016 0.808 0.295 0.961
N 3.847205 -2.084429 3.456532 0.076 -2.018 -2.723
C -0.696233 -2.416111 1.002712 -0.299 0.590 -0.144
C -3.571458 1.807470 2.518183 2.285 1.139 0.230
H -1.316901 -1.934848 1.787637 0.327 -0.033 -0.796
H 1.058460 4.369714 -0.183736 -0.185 0.562 -0.133
C 1.375143 -0.167593 -1.174553 1.815 -2.170 -1.906
H 3.251192 2.135393 -2.906090 0.258 -0.788 -0.472
H 2.855683 -0.751144 0.882784 0.131 0.023 0.208
C 0.500870 0.737156 -0.684384 -0.349 0.403 0.602
N 0.562204 2.056833 -1.025367 0.535 2.036 0.532
H 5.051683 -2.673989 1.823705 0.591 -0.053 0.115
C -3.745908 0.607427 1.925726 2.577 -0.254 -1.147
```
Positions in Å, forces in eV/Å.

## Properties
SMILES string: COc1ccc2c(n1)c(-c1cccc(SC)c1)c(C)n2C/C(F)=C/CN
E_HOMO in eV: -8.06
DFT total energy in Ha: -1512.757257
Orbital gap in eV: 8.535

Results of the Mulliken charge analysis, in e, for atoms 1 through 8: H 0.315; C -0.265; C -0.547; C -1.129; O -0.430; H 0.340; H 0.495; C 0.376

---

(5)
The following is a DFT calculation (ωB97M-V with the def2-TZVPD basis set) of C20H22N2O2S2 in the gas phase.

```
48
Properties=species:S:1:pos:R:3:forces:R:3
C 2.071303 -0.849119 0.677696 0.265 0.890 0.553
H 5.412520 -1.394288 0.866465 0.651 -0.015 0.137
O 4.742807 -3.988020 0.171095 0.416 0.135 0.039
S -2.419764 3.805140 -1.429381 -0.627 -1.186 0.514
N -5.051386 3.480601 -0.990131 1.816 0.390 -0.584
O -5.145988 1.149356 -0.795063 0.564 2.077 -0.292
H 3.805575 0.347437 1.226435 -0.192 -0.020 -0.019
H 6.851043 -5.575163 -0.034534 0.066 -0.083 0.105
C 1.217528 0.997023 2.070310 -1.060 0.356 -0.002
H 5.836327 -5.695251 -1.470489 0.026 0.089 0.075
C -0.620672 -1.228182 -0.080087 2.626 -2.030 0.106
C 4.383442 -1.628389 0.735347 -1.034 -0.227 -0.074
N 1.132994 0.209553 0.820771 0.345 0.030 0.117
H 0.709709 0.808491 4.175262 -0.563 0.171 -0.207
C -0.121620 0.118252 0.213396 -1.167 0.429 -0.127
C 0.212358 -2.343151 -0.034660 -0.361 2.236 0.547
H 0.646901 1.931299 1.946158 0.172 -0.462 -0.065
H -6.971108 3.046393 -0.228951 0.548 0.140 -0.238
H 1.308611 -0.641213 3.514530 0.284 -0.056 -0.355
C 5.911028 -3.737569 -0.585393 0.412 0.169 -0.712
H 7.401569 -4.918133 -1.572212 0.357 0.151 -0.167
H -1.618631 -1.366135 -0.393008 -0.961 0.063 -0.242
H -0.145673 -3.374402 -0.214503 0.232 0.845 0.013
C 2.588234 -3.143355 0.142477 0.070 1.048 0.243
H -6.583265 4.326092 -2.924887 0.480 0.966 -0.607
C -2.327608 1.143945 -0.415144 1.149 2.111 -0.248
H 2.246474 -4.125913 -0.150108 0.151 -0.075 -0.040
H -0.292711 -0.234623 3.002873 0.113 0.589 0.483
C -4.042598 4.408706 -1.304694 -1.164 1.226 -0.012
H -2.875005 0.278406 -0.123943 -0.522 -0.466 -0.077
H 6.644140 -3.153755 -0.028954 -0.081 0.262 0.194
C -0.914594 1.237769 -0.047341 0.331 -1.523 0.153
H 2.205657 1.297413 2.325438 1.009 0.183 -0.385
C 6.541974 -5.052996 -0.935207 -0.431 -0.564 -0.052
H -8.183163 4.465836 -2.114325 0.909 -0.385 0.034
S -4.239815 6.020986 -1.576710 -0.418 -0.313 0.124
C 1.646091 -2.105672 0.289320 -0.699 -1.519 -0.647
C -3.011391 2.197911 -0.953731 0.018 -0.507 0.470
C -6.492638 3.816396 -0.858356 0.083 -1.469 -0.168
H -6.588485 4.727946 -0.345756 0.340 1.293 0.727
H -7.416085 2.907868 -2.575938 -0.216 0.039 0.249
H -0.464457 2.214049 0.090993 -0.128 0.052 -0.126
C -7.214953 3.910377 -2.181165 -0.960 -0.867 -0.218
H 5.652707 -3.175727 -1.507301 0.017 -0.172 0.430
C 0.683303 0.216027 3.257566 -0.187 -0.869 0.041
C -4.499297 2.198051 -0.940538 -1.100 -2.692 0.741
C 3.946418 -2.897975 0.347627 -1.204 -0.436 -0.037
C 3.442192 -0.632293 0.938751 -0.375 -0.005 -0.392
```
Positions in Å, forces in eV/Å.

## Properties
SMILES string: CCOc1ccc2c(c1)C=C/C(=C\C=C1/SC(=S)N(CC)C1=O)N2CC
E_HOMO in eV: -7.22
DFT total energy in Ha: -1831.647358
Orbital gap in eV: 6.635

Results of the Mulliken charge analysis, in e, for atoms 1 through 8: C -0.115; H 0.365; O -0.418; S -0.122; N 0.081; O -0.660; H 0.394; H 0.307

---

Values of ΔE to the lowest compared entry with this formula, charge and spin, in order: 0.642 21.527 0.000 4.707 1.822, all in eV.